# 1
4 unconnected molecules or ions with the total composition C32H40Cl2F4N3O2 at a distorted geometry, computed with wB97M-V/def2-TZVPD.

The geometry in XYZ format:
```
83
C32H40Cl2F4N3O2 | the Open Molecules 2025 dataset | wB97M-V/def2-TZVPD
C -2.37449 0.04311 -0.76549
C -1.42587 1.22112 -0.42391
C -2.19240 2.26108 0.39218
C -0.63179 1.71603 -1.66094
C -0.94613 3.04022 -2.29024
Cl -0.53578 4.43050 -1.16309
C -2.34618 3.42563 -2.85397
C -3.08798 2.52132 -3.84462
C -3.98275 1.49357 -3.19088
O -4.77562 1.73988 -2.29507
Cl -3.83692 -0.13006 -3.90525
N -1.96947 4.63772 -3.65501
C -0.61414 4.53192 -3.91193
N 0.07987 5.46722 -4.45939
C -0.52184 6.72417 -4.90719
C 0.53086 7.82082 -4.78916
C 1.02220 7.97512 -3.37142
O 1.66000 7.50445 -5.61563
N -0.09169 3.33537 -3.45557
C 0.21774 2.29205 -4.45083
C 1.61274 1.73607 -4.27178
F 0.15654 2.91807 -5.67567
H -3.39513 0.38748 -0.64501
H -2.22577 -0.77089 -0.07797
H -2.17874 -0.31444 -1.76699
H -0.69107 0.79768 0.25073
H -2.75238 1.74647 1.16199
H -1.49403 2.90169 0.92278
H -2.83476 2.91248 -0.18632
H -0.65233 0.91804 -2.39762
H 0.40901 1.79049 -1.35942
H -3.08372 3.78256 -2.14792
H -2.47086 2.05840 -4.60280
H -3.78712 3.16519 -4.37383
H -2.39912 4.70430 -4.57568
H 1.07758 5.31517 -4.52386
H -0.88455 6.63102 -5.92695
H -1.34456 6.97509 -4.24956
H 0.09441 8.73894 -5.17212
H 1.53522 8.92550 -3.28677
H 0.20851 7.98743 -2.65374
H 1.72172 7.19316 -3.10128
H 1.39063 6.89328 -6.30096
H -0.47808 1.46096 -4.41333
H 2.35314 2.41493 -4.67563
H 1.68086 0.76985 -4.75940
H 1.81781 1.57216 -3.22185
F -0.30178 -1.85586 -0.66705
C 0.27808 -2.77396 0.15247
C -0.52742 -3.68887 0.79577
C 0.06440 -4.62579 1.62904
C 1.44002 -4.62712 1.81241
C 2.22988 -3.69179 1.15702
C 1.64792 -2.75640 0.31331
H -1.59899 -3.66688 0.64666
H -0.54913 -5.35434 2.13572
H 1.89462 -5.35755 2.46753
H 3.30196 -3.68995 1.30245
H 2.24505 -2.02364 -0.21393
F -2.47274 -4.43830 3.27302
C -2.38244 -4.96703 4.51561
C -1.77055 -4.23166 5.50922
C -1.67969 -4.77677 6.78126
C -2.19047 -6.04167 7.03716
C -2.79790 -6.76367 6.01961
C -2.90089 -6.22418 4.74576
H -1.37267 -3.25085 5.28536
H -1.20832 -4.21217 7.57379
H -2.11446 -6.46421 8.02954
H -3.19291 -7.75071 6.21626
H -3.37663 -6.76696 3.93982
F 2.63544 -5.91826 4.86656
C 3.81248 -5.27734 5.02528
C 4.83871 -5.91580 5.69073
C 6.04659 -5.25216 5.84746
C 6.20939 -3.96694 5.34818
C 5.16189 -3.34353 4.68500
C 3.95285 -4.00263 4.51581
H 4.68900 -6.91446 6.07823
H 6.86272 -5.74056 6.36161
H 7.15210 -3.45291 5.47661
H 5.28465 -2.34090 4.29823
H 3.12565 -3.53650 3.99684
```

As for the HOMO energy: -10.6 eV. Its net charge is +1. The value obtained for the HOMO-LUMO gap is 7.532 eV.



# 2
A single C3H3OP molecule at a distorted geometry, computed with wB97M-V/def2-TZVPD.

The geometry in XYZ format:
```
8
C3H3OP | the Open Molecules 2025 dataset | wB97M-V/def2-TZVPD
C 0.06646 -1.22339 0.78439
C 0.05158 0.36401 0.62242
C -0.36112 0.60316 -0.91098
O 0.44133 1.18382 1.39270
P 0.31129 -1.22305 -0.90087
H 0.32810 -1.95362 1.58551
H -1.28416 0.93895 -1.09921
H 0.44652 1.31012 -1.47396
```

As for the HOMO energy (spin up / spin down): -7.0 / -9.9 eV. Its net charge is 0. The expectation value of S² is 2.0119. For the relative energy (zero: lowest compared OMol25 entry of this formula, charge and spin), the calculation gives 15.5 kcal per mole. Its spin multiplicity is 3. The value obtained for the HOMO-LUMO gap (spin up / spin down) is 8.073 / 6.816 eV.



# 3
A single C4H4N8O molecule at a distorted geometry, computed with wB97M-V/def2-TZVPD.

The geometry in XYZ format:
```
17
C4H4N8O | the Open Molecules 2025 dataset | wB97M-V/def2-TZVPD
C -0.97900 0.29721 1.57069
C 0.81924 -0.98301 -1.02220
C -2.71702 1.57649 0.35104
C 1.54811 -1.09242 -2.29200
N -0.15405 1.28313 2.24124
N 0.32074 -2.07912 -0.49007
N 0.95877 1.63268 1.94559
N -0.38049 -1.73610 0.47536
N 1.99984 2.01106 1.81211
N -0.27115 -0.45477 0.56841
N -2.19522 0.89948 1.16319
N 0.53075 0.12872 -0.35392
O -3.30154 2.14202 -0.46212
H -1.20428 -0.41574 2.38867
H 1.03439 -0.46672 -3.02509
H 2.48251 -0.60882 -2.21072
H 1.50839 -2.13412 -2.66017
```

As for the HOMO energy (spin up / spin down): -6.0 / -10.8 eV. Its net charge is 0. The expectation value of S² is 2.0190. Its spin multiplicity is 3. The value obtained for the HOMO-LUMO gap (spin up / spin down) is 6.488 / 7.633 eV.



# 4
2 unconnected molecules or ions with the total composition C9H13NO at a distorted geometry, computed with wB97M-V/def2-TZVPD.

The geometry in XYZ format:
```
24
C9H13NO | the Open Molecules 2025 dataset | wB97M-V/def2-TZVPD
C 3.43119 1.41954 -0.15220
C 2.14748 0.90555 -0.65326
C 0.92640 1.14790 -0.02052
C -0.25315 0.57485 -0.58606
C -0.22536 -0.24139 -1.73278
C 1.08670 -0.60125 -2.16320
C 2.28094 0.00888 -1.71696
H 3.41992 2.35793 0.45792
H 4.14482 1.64134 -0.96858
H 3.96048 0.75932 0.59566
H 0.86104 1.93869 0.70282
H -1.18019 0.87837 -0.11433
H -1.10149 -0.70738 -2.24038
H 1.21914 -1.52536 -2.73409
H 3.24450 -0.03227 -2.24143
C -3.58351 -0.38255 1.56278
C -2.66080 -1.52253 1.13534
N -1.41148 -1.45266 1.87368
O -2.88811 -2.24888 0.21821
H -3.91382 0.18060 0.61514
H -3.25408 0.35132 2.16272
H -4.49177 -0.83118 2.00277
H -0.55498 -1.93814 1.59250
H -1.20386 -0.68068 2.40425
```

As for the HOMO energy: -9.0 eV. Its net charge is 0. For the relative energy (zero: lowest compared OMol25 entry of this formula, charge and spin), the calculation gives 30.5 kcal per mole. The value obtained for the HOMO-LUMO gap is 9.721 eV.



# 5
A molecular structure, C26H27IN8O5STi, computed with wB97M-V/def2-TZVPD.

The geometry in XYZ format:
```
69
C26H27IN8O5STi | the Open Molecules 2025 dataset | wB97M-V/def2-TZVPD
Ti -0.06401 0.54494 0.02608
C -1.04178 2.23803 -2.37109
N -1.22832 0.81384 -1.96712
C -0.67302 -0.06465 -3.04091
C 0.47050 -0.93574 -2.61447
C 1.04154 -1.80114 -3.53313
C 2.07814 -2.62292 -3.13296
C 2.52360 -2.54099 -1.82218
C 1.91715 -1.64407 -0.97018
N 0.89593 -0.85866 -1.35233
C -2.68914 0.59069 -1.83946
C -3.18181 0.78718 -0.44814
C -4.52581 1.03919 -0.22894
C -5.01623 1.02462 1.06291
C -4.13475 0.74830 2.09532
C -2.80333 0.54635 1.79995
N -2.30718 0.57798 0.54811
C 0.42251 2.53294 -2.39432
C 0.99489 3.44511 -3.26116
C 2.37025 3.61555 -3.23257
C 3.11908 2.84766 -2.35551
C 2.46849 1.95872 -1.52053
N 1.13974 1.81256 -1.52770
H -1.56377 2.87424 -1.65639
H -1.48713 2.39671 -3.35666
H -0.34393 0.55088 -3.88107
H -1.46734 -0.70452 -3.42537
H 0.66691 -1.82837 -4.54790
H 2.53353 -3.31203 -3.83119
H 3.33588 -3.15423 -1.45991
H 2.26300 -1.53351 0.04758
H -2.91482 -0.44205 -2.10154
H -3.22949 1.23178 -2.54000
H -5.17618 1.22879 -1.07212
H -6.06153 1.22041 1.25954
H -4.46011 0.71219 3.12490
H -2.10291 0.37891 2.59938
H 0.37295 4.00447 -3.94688
H 2.84899 4.32414 -3.89477
H 4.19546 2.93004 -2.30990
H 3.01615 1.34870 -0.81810
N -0.17731 -1.22684 1.55849
N -1.24892 -2.09187 1.85888
C -1.92346 -2.72559 0.85659
N -2.74813 -3.69550 1.24698
S -1.73052 -2.29511 -0.74622
H 0.69195 -1.75394 1.45797
H -0.02206 -0.67566 2.40097
H -1.15606 -2.57175 2.74497
H -2.86487 -3.96886 2.20982
H -3.28593 -4.17836 0.54670
I 5.03161 5.50005 4.42777
C 4.13620 3.83258 3.58151
C 3.35923 3.97670 2.43545
C 2.76500 2.86296 1.87186
C 2.94023 1.60616 2.45076
C 3.71927 1.47033 3.59965
C 4.31758 2.58110 4.16355
C 2.30621 0.40295 1.89541
O 2.36136 -0.70737 2.37562
O 1.63803 0.58165 0.72550
H 3.22061 4.95309 1.99280
H 2.16191 2.97727 0.98042
H 3.85045 0.49181 4.04114
H 4.92258 2.47800 5.05325
O -0.76968 3.55602 2.22177
N -0.51894 2.58788 1.59877
O -0.29462 1.43978 2.07390
O -0.44142 2.57621 0.30406
```

As for the HOMO energy: -12.9 eV. Its net charge is +2. For the relative energy (zero: lowest compared OMol25 entry of this formula, charge and spin), the calculation gives 0.0 kcal per mole. The value obtained for the HOMO-LUMO gap is 6.110 eV.



# 6
A molecular structure, C24H25AuN2O7S2 at a distorted geometry, computed with wB97M-V/def2-TZVPD.

The geometry in XYZ format:
```
61
C24H25AuN2O7S2 | the Open Molecules 2025 dataset | wB97M-V/def2-TZVPD
Au 1.12258 2.56384 -1.34860
C 2.11605 -1.51974 4.20325
C 2.21244 -1.24242 2.74740
C 2.79399 -0.05007 2.29751
C 2.87838 0.25658 0.96920
C 2.34083 -0.67163 0.03808
C 1.85431 -1.88540 0.47481
C 1.80921 -2.19388 1.82368
S 2.21513 -0.33246 -1.69333
O 0.87229 -0.50389 -2.16347
O 3.29371 -1.09112 -2.29863
N 2.56266 1.30632 -1.87752
C 3.64298 1.95648 -2.64140
C 3.40421 3.49180 -2.79444
O 4.37015 4.17888 -3.16434
O 2.22042 3.94701 -2.53118
H 3.05206 -1.37226 4.75438
H 1.70012 -2.55446 4.33811
H 1.41733 -0.86330 4.69078
H 3.14865 0.65546 3.04373
H 3.37273 1.24578 0.79780
H 1.49117 -2.68596 -0.24529
H 1.45540 -3.13901 2.24085
H 3.61051 1.48985 -3.62548
H 4.60512 1.85379 -2.10863
O -2.00543 0.07667 0.02204
C -2.86492 1.07895 0.57985
C -2.07662 1.75811 1.70277
C -0.74537 2.34176 1.25042
C -0.90972 3.63369 0.46547
C -1.51244 4.69866 1.12718
C -1.74817 5.91325 0.52168
C -1.10972 6.11401 -0.69933
C -0.46081 5.07182 -1.35526
N -0.34737 3.84708 -0.76373
H -2.41281 -0.43989 -0.73055
H -3.76364 0.61496 0.99281
H -3.16686 1.81724 -0.19650
H -1.84936 0.93704 2.42213
H -2.62984 2.52026 2.29561
H -0.26218 1.55701 0.67347
H -0.12456 2.49660 2.15790
H -1.80675 4.51092 2.15928
H -2.38796 6.68662 0.87070
H -1.12892 7.10512 -1.16922
H -0.00049 5.24960 -2.32117
O -0.07172 -7.16474 -0.75945
C -1.31871 -6.71009 -0.41059
O -2.06381 -7.48118 0.18245
C -1.80057 -5.36308 -0.86597
C -3.12872 -5.04806 -0.46379
C -3.67911 -3.81994 -0.78191
C -2.93893 -2.86141 -1.54441
S -3.60084 -1.39359 -1.98416
C -1.61036 -3.24085 -1.91568
C -1.06571 -4.47652 -1.61786
H 0.48020 -6.35151 -0.97710
H -3.68884 -5.78383 0.16770
H -4.73409 -3.62434 -0.56769
H -0.97240 -2.44264 -2.35286
H -0.05489 -4.66789 -2.04149
```

As for the HOMO energy (spin up / spin down): -8.8 / -8.7 eV. Its net charge is 0. The expectation value of S² is 2.0421. For the relative energy (zero: lowest compared OMol25 entry of this formula, charge and spin), the calculation gives 0.0 kcal per mole. Its spin multiplicity is 3. The value obtained for the HOMO-LUMO gap (spin up / spin down) is 8.195 / 5.707 eV.